Formula: C5H7NO
Source: the OMol25 dataset
Level of theory: ωB97M-V/def2-TZVPD

Last column: natural (NBO) charge in e.
Atoms and positions in Å:
C: -1.679536 0.337813 0.520699  -0.633
C: -0.433637 -0.360623 0.073242  -0.137
C: -0.263431 -1.667562 -0.248742  0.091
O: 1.016967 -1.916666 -0.617151  -0.404
C: 1.694585 -0.742823 -0.517000  0.056
C: 0.863308 0.249142 -0.107783  0.056
N: 1.216610 1.606268 0.084045  -0.825
H: -2.574367 -0.223229 0.237177  0.225
H: -1.749336 1.330887 0.061532  0.214
H: -1.706620 0.477050 1.608089  0.218
H: -0.932601 -2.518443 -0.260702  0.199
H: 2.746482 -0.767281 -0.758244  0.203
H: 0.571581 2.070952 0.707975  0.365
H: 1.230001 2.124516 -0.783141  0.371

Forces on atoms 1 to 6 (eV/Å):
-0.1 0.0 0.0
0.0 -0.1 0.0
-0.1 0.1 0.1
0.0 0.0 0.0
0.0 0.1 0.1
0.0 -0.3 -0.1

Values from the calculation:
E_tot = -8835.34912 eV
ΔE to the lowest compared entry with this formula, charge and spin = 82.4 kJ/mol
Kohn-Sham gap = 0.3395 Ha
SMILES string = Cc1cocc1N
Net charge = 0
HOMO energy = -8.33 eV